1.
Here is a cluster of 10 separate species, C35H46N8O17 in total from the Open Molecules 2025 dataset. Energies are from ωB97M-V with the def2-TZVPD basis set.

Calculated values
Total charge: -2
Lowest unoccupied orbital energy, Ha: 0.11430
ΔE to the lowest compared entry with this formula, charge and spin, kcal per mole: 0.0

```
106
C35H46N8O17 ωB97M-V with the def2-TZVPD basis set
O -4.543 -3.607 -1.222
O 0.474 -0.083 0.486
O -0.493 1.530 -0.687
O -3.267 6.431 0.345
O 4.283 2.965 -0.350
O 2.565 -3.169 3.725
O -1.657 0.172 0.498
O -3.928 -8.996 -1.972
O 7.153 3.456 -4.915
O -6.040 6.756 4.202
O -3.658 -5.852 4.408
O -2.554 5.823 -4.662
O -2.728 -0.438 -5.552
O 3.214 -2.919 -2.414
O -3.385 2.033 4.537
O 2.828 -3.289 9.192
O 7.915 -1.509 -4.885
N -0.913 7.072 -5.457
N -0.446 5.549 -4.065
N -2.160 7.693 1.731
N -0.962 -1.705 -4.893
N -2.706 -3.921 3.855
N -2.510 -2.537 -6.208
N -4.885 -4.080 3.981
N -1.117 5.998 1.054
C -4.132 3.149 4.592
C -1.390 6.199 -4.704
C -5.450 5.518 4.432
C 5.051 3.131 -1.471
C -3.005 -6.741 -2.017
C 5.340 -2.216 -2.264
C 6.502 3.299 -3.754
C 3.512 -4.075 5.723
C 6.732 -1.819 -4.276
C 1.753 -2.462 7.251
C -0.531 0.501 0.077
C 2.705 -3.259 7.835
C 1.742 -2.376 5.861
C 2.569 -3.224 5.113
C -5.435 -5.705 -1.519
C -3.086 -5.354 -1.729
C -2.246 6.664 0.998
C 3.505 -4.128 7.138
C 6.511 -1.748 -2.895
C 5.707 -2.373 -5.004
C 5.253 2.667 -3.820
C -3.768 -4.664 4.110
C 4.513 2.591 -2.644
C -4.320 -4.913 -1.561
C -5.854 4.512 3.553
C -5.123 3.320 3.585
C -2.111 -1.502 -5.561
C 4.339 -2.711 -2.990
C 6.994 3.808 -2.553
C -5.326 -7.074 -1.540
C -4.525 5.355 5.436
C 6.332 3.627 -1.335
C 4.492 -2.810 -4.401
C -4.050 -7.640 -1.888
C -3.821 4.146 5.474
H -5.445 2.489 2.975
H -3.126 -9.151 -2.478
H -2.820 -3.015 3.423
H -3.005 4.038 6.173
H -6.716 4.611 2.910
H 7.252 -1.212 -2.320
H 1.047 -1.737 5.337
H -1.895 -3.254 -6.566
H -3.496 -2.534 -6.424
H 3.496 2.231 -2.677
H 3.662 -3.208 -4.965
H 7.893 -1.219 -5.800
H -0.400 -2.543 -4.931
H -6.088 -7.776 -1.235
H 0.519 5.846 -4.062
H -0.564 6.209 1.872
H -0.982 5.060 0.705
H -6.438 -5.338 -1.355
H -4.369 6.125 6.176
H -5.734 -4.612 4.108
H -2.025 -7.100 -2.294
H 0.001 7.482 -5.324
H -2.252 -4.678 -1.847
H 4.224 -4.641 5.140
H -3.722 -3.186 -0.956
H -1.629 7.692 -5.808
H 4.344 -4.630 7.596
H -4.935 -3.384 3.251
H 1.130 -1.882 7.917
H 2.124 -2.432 3.297
H -3.067 8.107 1.892
H 5.321 -2.199 -1.185
H 5.769 -2.428 -6.081
H 2.064 -2.797 9.502
H -6.821 6.614 3.662
H -0.641 4.697 -3.558
H 4.761 2.369 -4.734
H 3.680 2.217 -0.361
H 7.923 4.356 -2.484
H 8.081 3.217 -4.969
H 6.792 4.076 -0.467
H -0.632 -0.789 -4.624
H 3.041 -2.291 -1.708
H -1.241 8.111 1.687
H -3.177 1.685 3.667
H -1.758 -4.261 3.938
```


2.
Here is a structure of composition C35H47AsBF2MgN4PSSi2 from the Open Molecules 2025 dataset. Energies are from ωB97M-V with the def2-TZVPD basis set.

Calculated values
Total charge: -2
Lowest unoccupied orbital energy (alpha / beta), Ha: 0.07072 / 0.13502
ΔE to the lowest compared entry with this formula, charge and spin, kcal per mole: 254.7

```
95
C35H47AsBF2MgN4PSSi2 ωB97M-V with the def2-TZVPD basis set
As 13.069 8.162 18.688
S 12.743 15.877 12.032
P 10.142 14.404 9.544
Si 12.446 8.068 16.398
Si 15.389 8.417 18.813
Mg 10.627 15.263 13.125
F 7.406 13.202 12.494
F 9.731 13.335 12.673
N 13.273 14.872 14.584
N 14.997 15.599 13.214
N 11.977 14.803 14.559
N 9.427 15.100 14.780
C 10.075 14.435 15.781
C 9.805 16.126 9.062
C 10.865 7.082 16.251
C 8.665 13.592 10.167
C 11.984 14.073 7.577
C 10.138 18.859 8.820
C 9.965 16.699 7.808
C 9.881 18.332 10.028
C 7.337 14.464 15.653
C 8.744 11.980 10.639
C 12.923 14.940 8.301
C 12.290 13.508 16.685
C 10.301 12.381 5.951
C 9.895 12.778 7.239
C 10.659 13.651 7.937
C 6.521 11.696 9.755
C 9.049 16.635 11.521
C 16.293 9.850 18.026
C 8.178 14.964 14.724
C 9.429 13.816 16.817
C 13.711 7.131 15.399
C 12.078 9.620 15.410
C 13.742 15.466 13.315
C 9.563 17.005 10.236
C 8.029 13.745 16.736
C 15.745 8.552 20.632
C 11.566 12.753 5.512
C 7.291 13.957 9.646
C 11.469 14.313 15.705
C 12.326 13.653 6.255
C 7.648 11.142 10.177
C 10.124 18.057 7.667
C 6.242 13.120 9.545
C 10.266 11.403 10.663
C 16.352 6.898 18.127
B 8.562 13.000 11.694
H 12.269 12.483 16.242
H 10.386 10.784 11.485
H 16.130 10.715 18.418
H 13.265 13.940 5.728
H 13.758 14.957 7.871
H 11.102 12.229 10.688
H 15.820 7.688 21.182
H 7.375 13.362 17.598
H 9.145 17.303 12.185
H 12.921 10.317 15.472
H 16.064 9.786 16.955
H 10.144 10.758 9.582
H 6.141 14.508 15.615
H 14.604 7.692 15.193
H 10.097 7.573 16.866
H 9.878 16.094 6.930
H 11.966 12.486 4.741
H 11.984 9.374 14.498
H 20.499 14.222 20.450
H 14.901 9.021 21.171
H 5.626 11.235 9.589
H 16.621 9.233 20.702
H 9.809 13.264 17.608
H 9.250 15.741 11.976
H 11.039 6.066 16.641
H 5.352 13.390 9.453
H 17.610 6.815 18.675
H 7.732 10.098 10.037
H 17.371 9.655 18.188
H 16.694 6.892 17.107
H 10.446 18.443 6.709
H 12.936 14.648 9.357
H 10.510 7.052 15.191
H 12.468 15.957 8.328
H 7.894 15.406 13.818
H 7.040 15.133 9.471
H 9.568 11.687 5.318
H 9.794 18.963 10.881
H 15.402 15.910 12.192
H 10.375 19.862 8.805
H 13.944 6.108 15.809
H 13.317 13.991 16.823
H 11.054 10.092 15.643
H 8.897 12.692 7.831
H 11.682 13.529 17.588
H 15.782 6.038 18.272
H 13.117 6.796 14.458
```


3.
Here is a structure of composition C35H47BrN4P2Sn from the Open Molecules 2025 dataset. Energies are from ωB97M-V with the def2-TZVPD basis set.

Calculated values
Total charge: +2
Lowest unoccupied orbital energy (alpha / beta), Ha: -0.20890 / -0.22097
ΔE to the lowest compared entry with this formula, charge and spin, kcal per mole: 0.0

```
90
C35H47BrN4P2Sn ωB97M-V with the def2-TZVPD basis set
Sn -0.243 -0.156 -0.659
Br 3.105 5.955 -1.440
P 2.114 -0.263 -0.587
P -0.886 -2.590 -1.130
N -0.950 0.264 3.644
N 0.850 1.062 10.166
N -0.884 0.121 1.437
N -4.936 3.156 -4.149
C -4.254 2.091 -4.566
C -0.779 1.314 -2.093
C -1.148 0.425 7.332
C 0.547 0.912 9.044
C 0.233 -3.005 -3.702
C -1.514 0.258 5.997
C -2.553 -2.734 -1.866
C 0.275 -3.477 -2.247
C -3.652 -1.938 -1.157
C -2.132 1.334 -1.534
C -0.552 0.417 4.990
C -0.160 0.303 2.554
C -4.104 2.839 -1.929
C 1.785 4.758 -1.761
C 1.133 0.876 6.653
C -1.874 -4.619 0.630
C 0.175 0.738 7.667
C 4.093 -1.487 1.136
C 2.637 -1.503 0.661
C 0.791 4.529 -0.798
C -0.827 -3.518 0.451
C -2.259 0.045 3.190
C 4.174 -1.492 -2.192
C 0.780 0.712 5.312
C -3.423 1.350 -3.710
C -4.882 3.525 -2.872
C 0.911 2.909 -3.072
C -3.244 1.798 -2.375
C 1.787 3.988 -2.936
C 3.029 1.263 -0.173
C 2.815 -0.789 -2.205
C -2.215 -0.009 1.845
C 4.500 1.381 -0.590
C -0.097 3.460 -0.952
C -0.003 2.610 -2.053
H -4.356 1.810 -5.620
H 2.503 4.207 -3.727
H 4.229 -2.313 1.849
H 1.285 -3.369 -1.814
H -4.119 3.163 -0.888
H 0.724 5.162 0.085
H -3.492 -0.853 -1.253
H 1.531 0.811 4.527
H 4.473 -1.696 -3.231
H 2.080 -1.426 -2.722
H 1.069 -3.455 -4.253
H -0.625 0.722 -3.001
H 0.955 2.264 -3.948
H -0.698 -3.318 -4.194
H 4.657 1.312 -1.675
H 1.973 -1.389 1.532
H -3.038 -0.078 1.148
H 2.903 0.137 -2.796
H 0.024 -4.549 -2.178
H 4.806 -1.641 0.318
H 4.964 -0.872 -1.751
H 2.414 -2.488 0.223
H 0.906 0.525 2.591
H -1.573 -5.260 1.467
H -1.899 0.301 8.114
H 2.964 1.351 0.922
H -3.107 -0.029 3.850
H 4.875 2.365 -0.272
H -5.472 4.399 -2.581
H -2.471 -2.405 -2.916
H 0.188 -3.943 0.520
H -2.803 -3.807 -1.891
H 2.163 1.108 6.926
H -2.541 -0.005 5.742
H 2.471 2.108 -0.601
H -4.618 -2.153 -1.636
H -2.857 -4.206 0.890
H -3.742 -2.200 -0.093
H -0.903 -2.773 1.259
H 5.134 0.625 -0.110
H 4.373 -0.559 1.650
H -1.972 -5.256 -0.261
H -0.839 3.263 -0.178
H -2.913 0.458 -4.080
H -2.278 1.500 -0.459
H 4.159 -2.445 -1.649
H 0.330 -1.914 -3.796
```


4.
Here is an isolated molecule of C35H47Cl2NO3S2 from the Open Molecules 2025 dataset. Energies are from ωB97M-V with the def2-TZVPD basis set.

Calculated values
SMILES: CCN(CC)C(=S)SCCCc1c([C@H](Cl)[C@H](C)Cl)cc(C)c2c1C(=O)c1c(CCCCCCCCOC)cccc1C2=O
Lowest unoccupied orbital energy, Ha: -0.01846

```
90
C35H47Cl2NO3S2 ωB97M-V with the def2-TZVPD basis set
Cl -4.877 -5.794 1.242
Cl -5.149 -2.855 2.419
S -1.187 3.613 -0.471
S -3.022 1.567 -1.570
O -0.439 0.525 1.063
O 7.289 -0.893 -2.031
O 1.975 -3.319 -0.183
N -2.839 4.082 -2.561
C 1.076 -0.907 2.165
C -0.970 -1.791 1.007
C -2.111 4.001 -3.853
C 1.779 -2.066 1.792
C -2.296 -4.071 0.240
C 2.209 2.394 1.744
C -3.826 1.520 0.062
C 4.200 0.732 -0.865
C 5.875 -0.684 -2.138
C -0.899 -4.086 0.195
C 2.932 -2.451 2.457
C -6.647 -4.237 -0.106
C -4.558 -3.089 0.728
C 1.249 -2.839 0.646
C 1.560 -0.108 3.205
C -2.317 3.231 -1.559
C 0.929 1.191 3.646
C -0.231 -5.354 -0.260
C 3.546 1.747 1.417
C -4.090 0.049 0.407
C -2.977 5.474 -2.114
C 3.400 -1.679 3.514
C 1.806 2.395 3.222
C 2.718 -0.522 3.875
C -3.871 5.601 -0.883
C -0.241 -2.930 0.605
C -3.113 -0.537 1.456
C 5.540 0.697 -1.606
C -0.154 -0.597 1.386
C -1.202 2.802 -4.040
C 7.814 -1.661 -3.087
C 4.002 2.008 -0.035
C -3.042 -2.975 0.663
C -5.162 -4.398 0.176
C -2.374 -1.781 1.029
H 7.893 -1.070 -4.002
H 3.388 0.616 -1.582
H 3.079 0.099 4.681
H 3.461 -3.345 2.166
H -3.296 5.446 0.025
H -0.353 2.800 -3.365
H 4.316 2.039 2.127
H 5.374 -1.456 -1.549
H -1.735 1.860 -3.953
H -2.776 -4.989 -0.050
H -4.315 6.589 -0.831
H -4.748 2.087 0.026
H -3.150 1.971 0.781
H -5.025 -2.306 0.151
H -4.636 4.833 -0.946
H 1.194 3.282 3.385
H -1.537 4.914 -4.013
H 5.517 1.414 -2.423
H -0.371 -6.131 0.488
H 2.268 3.436 1.424
H 4.167 -0.159 -0.238
H -4.678 -4.589 -0.775
H -7.024 -5.076 -0.674
H -3.670 -0.773 2.356
H 3.309 2.681 -0.533
H -2.008 5.956 -1.965
H 3.457 0.667 1.518
H -2.857 3.961 -4.645
H 5.591 -0.800 -3.184
H -3.474 6.003 -2.926
H -5.110 -0.078 0.763
H -0.804 2.832 -5.052
H 7.214 -2.549 -3.293
H -2.429 0.250 1.726
H 2.659 2.506 3.887
H 4.293 -1.961 4.050
H 1.418 1.952 1.145
H -4.030 -0.534 -0.510
H 8.808 -1.988 -2.797
H -6.770 -3.318 -0.674
H 0.893 1.176 4.734
H -0.683 -5.668 -1.196
H -0.057 1.327 3.231
H 4.967 2.509 0.018
H 6.321 0.949 -0.893
H 0.827 -5.237 -0.444
H -7.185 -4.133 0.831
```